Here is 6 unconnected molecules or ions with the total composition C52H114N2O6P2 in a non-equilibrium geometry from OMol25. Energies are from wB97M-V/def2-TZVPD.

Output
- total charge = +2
- orbital gap (eV) = 5.9

Structure (XYZ):
```
176
Properties=species:S:1:pos:R:3:forces:R:3
C 3.8194 -16.1072 -14.6199 1.7 -0.6 -1.5
C 5.1853 -16.8784 -14.9027 -0.4 -0.5 0.2
C 5.4094 -17.8648 -13.7407 -1.1 -0.4 0.7
C 6.1559 -19.1923 -13.9115 1.3 0.4 -0.9
N 6.8650 -19.7449 -12.6927 -0.3 -0.3 1.2
C 7.4721 -21.1547 -12.9607 -0.2 1.3 -1.5
C 8.7380 -21.2441 -12.1446 0.6 -0.3 -0.4
C 9.0052 -19.8537 -11.5848 0.2 0.5 1.6
C 8.0262 -18.8652 -12.2256 -0.1 -1.3 -0.8
C 5.8819 -19.8847 -11.5544 -0.9 0.7 0.7
H 3.5099 -15.4716 -15.4519 0.4 0.2 -0.1
H 3.9711 -15.4648 -13.7561 -0.5 -0.3 0.3
H 3.0461 -16.8738 -14.5886 -0.1 0.1 0.8
H 6.0577 -16.2261 -14.9499 -0.2 0.3 -0.2
H 5.1588 -17.4643 -15.8238 -0.3 0.3 -0.2
H 4.4142 -18.2361 -13.4834 0.0 0.7 0.6
H 5.8254 -17.2460 -12.9428 -0.1 -0.4 0.4
H 6.9311 -19.0125 -14.6615 0.3 -0.4 0.1
H 5.5117 -19.9969 -14.2643 0.0 0.2 0.0
H 6.7513 -21.9330 -12.6971 -0.1 0.3 0.0
H 7.6077 -21.1122 -14.0409 0.6 -0.2 -0.1
H 8.7259 -22.0012 -11.3623 -0.6 0.2 0.0
H 9.5470 -21.5905 -12.7897 0.1 0.3 -0.2
H 8.8830 -19.8438 -10.4993 -0.4 -0.2 0.0
H 10.0522 -19.5579 -11.6510 -0.1 0.2 -0.6
H 7.5358 -18.1221 -11.6037 0.7 0.3 0.1
H 8.5328 -18.4853 -13.1125 -0.5 0.5 -0.1
H 5.3323 -18.9553 -11.3832 0.0 0.2 -0.7
H 6.2958 -20.0296 -10.5564 0.9 -0.6 -0.5
H 5.1405 -20.6602 -11.7427 0.5 0.2 -0.2
C -0.6534 -17.8665 -7.1872 -0.9 0.8 0.2
C 0.8553 -17.8190 -7.0670 0.4 -0.7 -1.4
C 1.5767 -18.8307 -7.9865 -1.1 -0.8 -0.2
C 1.1454 -20.2651 -7.7086 1.4 -1.1 0.2
N 1.8286 -21.3503 -8.6176 -0.6 2.3 -0.7
C 1.9462 -22.7060 -7.9605 -0.9 -0.2 -0.8
C 3.1076 -22.5616 -7.0616 1.2 -1.2 1.9
C 3.9029 -21.3270 -7.4141 0.5 0.2 -1.5
C 3.3280 -20.9548 -8.7908 -0.1 -0.8 0.1
C 1.2130 -21.3666 -9.9987 0.7 -0.9 0.5
H -1.0717 -17.6670 -8.1789 0.6 -0.2 -0.4
H -1.0732 -17.0311 -6.6212 -0.1 -0.2 0.4
H -1.1545 -18.7787 -6.8644 0.3 0.0 0.3
H 1.2118 -17.9508 -6.0461 -0.1 0.2 0.1
H 1.2113 -16.8740 -7.4786 0.0 0.3 0.5
H 2.6518 -18.6911 -7.9218 -0.1 0.1 -0.1
H 1.1782 -18.7319 -9.0011 0.6 0.9 -0.3
H 0.0725 -20.3240 -7.8724 0.0 -0.5 0.3
H 1.4947 -20.5905 -6.7291 -0.7 0.1 0.3
H 2.0771 -23.4418 -8.7558 0.5 0.3 -0.2
H 1.0918 -23.1190 -7.4217 -0.6 1.0 -0.1
H 3.7050 -23.4696 -7.1625 0.2 0.2 -0.1
H 2.8293 -22.5543 -6.0061 -0.2 0.1 0.0
H 4.9619 -21.5655 -7.5041 0.0 0.1 0.0
H 3.8142 -20.4950 -6.7157 -0.2 -0.1 0.1
H 3.6559 -21.5586 -9.6406 0.3 -0.5 0.4
H 3.5210 -19.9409 -9.1318 -0.7 0.1 0.2
H 1.7691 -22.1695 -10.4846 0.0 0.3 -0.5
H 1.4024 -20.4151 -10.4897 0.0 -0.1 -0.1
H 0.1615 -21.6482 -10.0068 0.0 0.2 0.5
C 2.7328 -16.6700 -11.5097 -0.2 -1.1 0.4
C 2.4374 -15.2129 -11.1683 -0.7 -0.6 0.5
C 1.0962 -15.0383 -10.3929 0.4 0.6 -1.3
C 0.8485 -13.5183 -10.0820 -1.3 -0.9 0.1
P -0.6700 -12.7693 -10.8281 -0.2 -0.4 -0.2
C -0.6369 -10.9568 -10.5907 0.4 0.0 -0.2
C -0.3234 -10.4480 -9.1850 1.2 1.2 0.4
C 0.2355 -8.9651 -9.2118 -0.9 -0.4 0.7
C 0.3584 -8.2899 -7.8070 -0.4 -0.8 -0.4
C -2.1574 -13.5955 -10.0754 1.1 1.4 0.7
C -2.6776 -12.9367 -8.7711 -0.2 0.0 -0.4
C -3.9436 -13.6503 -8.2857 -0.3 1.0 -0.4
C -3.7276 -14.5643 -7.1482 -0.4 -1.4 0.9
C -0.7689 -13.1083 -12.6239 0.8 0.4 -0.1
C -1.3784 -14.4776 -13.0409 0.1 2.1 -0.1
C -1.3108 -14.7682 -14.5444 -0.5 -1.0 -0.5
C 0.0383 -14.8157 -15.2441 0.4 0.6 1.4
H 2.4923 -17.5283 -10.8690 0.2 0.8 1.4
H 3.7913 -16.8225 -11.7096 -0.2 0.0 -0.7
H 2.0517 -17.0769 -12.2628 0.6 0.7 -1.0
H 2.4418 -14.7080 -12.1380 -0.5 0.3 0.0
H 3.2239 -14.6894 -10.6214 0.2 -0.4 0.3
H 1.0597 -15.6268 -9.4785 0.4 0.1 0.2
H 0.3026 -15.4779 -10.9992 -0.1 0.1 -0.1
H 1.7322 -12.9315 -10.3254 -0.1 0.2 0.2
H 0.6077 -13.5081 -9.0169 0.4 0.6 0.1
H -1.5437 -10.4864 -10.9771 -0.3 -0.3 0.1
H 0.1269 -10.5870 -11.2826 0.2 -0.2 0.0
H 0.5421 -10.9335 -8.7289 -0.3 -0.8 0.0
H -1.1865 -10.5603 -8.5321 0.1 0.2 0.1
H -0.3733 -8.3791 -9.9016 0.0 0.2 0.1
H 1.2475 -9.0035 -9.6162 0.0 0.0 -0.2
H -0.4806 -8.4170 -7.1194 -0.5 0.0 -0.5
H 0.4978 -7.2184 -7.9295 0.4 -0.1 0.1
H 1.1484 -8.7804 -7.2366 0.5 0.4 -0.2
H -1.7273 -14.5638 -9.8120 -0.6 -0.4 -0.3
H -2.9655 -13.6052 -10.8029 0.2 -0.4 -0.1
H -2.9553 -11.8885 -8.8862 0.4 0.0 -0.4
H -1.8999 -12.9772 -8.0067 0.0 0.0 0.1
H -4.4488 -14.1917 -9.0901 0.3 -0.1 -0.2
H -4.7158 -12.9273 -8.0114 0.3 0.3 0.1
H -3.1597 -14.2266 -6.2801 0.1 0.6 -0.3
H -3.2328 -15.4785 -7.4875 -0.2 -0.2 0.2
H -4.7281 -14.7820 -6.7683 0.2 -0.6 0.2
H 0.2277 -12.9326 -13.0390 0.2 -0.2 0.1
H -1.3433 -12.2687 -13.0251 -0.3 -0.1 -0.1
H -2.4146 -14.2532 -12.7877 -0.2 -1.1 0.1
H -0.9249 -15.2462 -12.4200 -0.3 -0.3 -0.3
H -1.9520 -14.1366 -15.1628 -0.2 0.4 0.5
H -1.7825 -15.7507 -14.6450 0.0 -0.1 0.0
H 0.4814 -13.8212 -15.1490 0.1 0.1 -0.6
H -0.0460 -15.1097 -16.2870 0.1 0.0 0.1
H 0.7401 -15.4461 -14.6918 0.0 -0.4 -0.3
C 2.5561 -23.7604 -15.3851 1.5 0.5 -0.1
C 1.1609 -23.1826 -15.3506 0.3 0.0 0.0
C 0.5179 -23.3048 -16.7083 0.7 -1.5 0.1
C -0.8785 -22.7290 -16.8491 -0.3 -0.3 -0.9
P -1.0302 -20.9783 -17.2468 1.9 0.3 -1.6
C -1.7113 -20.0519 -15.8845 -1.7 -0.3 -0.3
C -1.0969 -20.3458 -14.5219 0.0 1.6 0.4
C -1.7893 -19.5067 -13.4530 -1.2 0.7 -0.3
C -1.1433 -19.5890 -12.0908 0.3 -0.1 -0.5
C 0.6390 -20.2858 -17.5669 -0.2 -1.8 0.9
C 0.7258 -18.8281 -17.8978 -0.3 -0.6 -0.4
C 2.1308 -18.3406 -17.6971 1.4 1.4 1.2
C 2.3779 -16.9428 -18.2689 -1.1 0.1 0.5
C -1.8869 -20.7124 -18.8255 -1.5 0.6 0.4
C -1.7326 -21.7478 -19.9532 0.8 -0.9 0.5
C -1.9147 -21.3431 -21.3874 -1.5 -0.2 -1.6
C -3.3956 -21.0488 -21.7242 0.8 0.3 0.7
H 3.1109 -23.5698 -14.4658 -0.2 -0.1 0.1
H 3.2105 -23.3401 -16.1553 -0.3 0.4 -0.1
H 2.6083 -24.8284 -15.6034 -0.5 -0.1 0.2
H 0.6948 -23.7666 -14.5527 -0.8 0.2 -0.3
H 1.0689 -22.1240 -15.0910 0.7 0.0 0.5
H 1.2239 -23.0254 -17.4960 -0.2 1.0 0.1
H 0.5605 -24.3709 -16.9600 -0.9 -0.2 0.2
H -1.2856 -23.2439 -17.7232 -0.5 0.1 0.1
H -1.5510 -22.9065 -16.0089 0.2 -0.3 0.1
H -2.7887 -20.2529 -15.8353 0.0 -0.6 0.0
H -1.8036 -19.0188 -16.2310 0.8 0.3 0.5
H -0.0552 -20.0184 -14.5225 0.2 -0.7 0.0
H -1.2643 -21.3625 -14.1676 0.6 -0.3 -0.6
H -2.8402 -19.8141 -13.4239 0.0 -0.3 0.3
H -1.9149 -18.4580 -13.7428 0.5 0.1 -0.2
H -0.0821 -19.3448 -12.1881 0.1 0.0 0.1
H -1.2038 -20.6254 -11.7571 -0.1 0.2 0.5
H -1.5979 -18.8674 -11.4132 -0.1 -0.3 0.3
H 1.1717 -20.5697 -16.6524 0.3 0.4 0.1
H 1.1360 -20.8661 -18.3472 -0.2 -0.2 -0.1
H 0.4534 -18.7599 -18.9543 -0.1 0.4 0.0
H -0.0292 -18.3120 -17.2999 0.3 0.6 -0.1
H 2.3638 -18.1977 -16.6362 -0.5 -0.5 0.2
H 2.9493 -19.0160 -17.9544 -0.5 -0.4 -0.7
H 1.7594 -16.8193 -19.1591 0.8 0.2 -0.5
H 3.4291 -16.6716 -18.3285 -0.1 -0.2 -0.6
H 1.9437 -16.2228 -17.5681 0.0 0.1 0.0
H -1.8043 -19.6497 -19.0715 0.8 -0.1 -0.3
H -2.9572 -20.7030 -18.5883 -0.1 -0.3 0.2
H -2.4631 -22.5013 -19.6498 -0.1 -0.2 -0.6
H -0.8038 -22.3243 -20.0125 0.4 0.4 0.9
H -1.7222 -22.2159 -22.0165 0.5 -0.2 0.3
H -1.2149 -20.5963 -21.7647 -0.1 0.3 0.4
H -3.6058 -20.9126 -22.7828 0.2 0.1 0.0
H -3.6834 -20.1552 -21.1675 -0.5 0.0 -0.1
H -3.9364 -21.9287 -21.3748 -0.4 0.2 0.0
O 4.0780 -23.0615 -11.4094 -0.5 0.0 -0.1
C 5.3133 -23.3182 -10.9378 4.7 -1.1 2.9
O 5.5020 -24.0850 -9.9678 -2.5 0.0 -0.3
O 6.3695 -22.7305 -11.3853 -2.6 -0.1 -0.7
H 4.1838 -22.4557 -12.1570 -0.2 0.3 -0.5
O 2.4924 -19.7278 -14.5406 0.0 -0.2 0.4
C 3.1676 -20.3135 -13.4848 0.6 -1.2 2.4
O 2.9088 -19.7092 -12.3986 -0.6 0.5 0.1
O 3.8912 -21.3110 -13.5443 -0.2 0.2 -1.7
H 2.0476 -19.1815 -13.8471 -0.5 0.7 -1.2
```
Positions in Å, forces in eV/Å.